[1]
An isolated ion of composition IO2S2 and charge -1 in a non-equilibrium geometry. Source: the OMol25 dataset; level of theory: ωB97M-V with the def2-TZVPD basis set.

Structure (XYZ):
```
5
Properties=species:S:1:pos:R:3:nbo_charge:R:1
O -0.57032 2.37230 0.80196 -0.9523
O 1.50100 -1.14368 0.18101 -0.9405
S 0.35442 1.14938 0.68682 0.4622
S 0.51470 -0.54413 -0.61954 0.9364
I -1.79980 -1.83387 -1.05025 -0.5058
```

gap between HOMO and LUMO (alpha / beta)	6.3 / 6.3	eV
relative energy (zero: lowest compared OMol25 entry of this formula, charge and spin)	39.76	kcal/mol
largest force on an atom	5.3	eV/A
electronic energy	-33866.3387	eV
2S+1	1
net charge	-1

---

[2]
IO4PPb as an isolated structure in a non-equilibrium geometry. Source: the OMol25 dataset; level of theory: ωB97M-V with the def2-TZVPD basis set.

Structure (XYZ):
```
7
Properties=species:S:1:pos:R:3:nbo_charge:R:1
Pb -2.81615 -3.04949 26.39172 0.0410
I -6.29371 -5.12964 27.88662 -0.9175
P -1.51586 -4.79867 31.13513 2.3774
O -2.60658 -4.29332 32.14174 -0.9377
O -1.25358 -4.17796 29.69218 -0.8751
O -1.91266 -6.24568 30.92109 -0.7974
O -0.04396 -4.93081 31.67801 -0.8906
```

gap between HOMO and LUMO	2.8	eV
relative energy (zero: lowest compared OMol25 entry of this formula, charge and spin)	2.63	kcal/mol
largest force on an atom	2.9	eV/A
electronic energy	-30824.1178	eV
2S+1	1
net charge	-2

---

[3]
IZn2 as an isolated structure in a non-equilibrium geometry. Source: the OMol25 dataset; level of theory: ωB97M-V with the def2-TZVPD basis set.

Structure (XYZ):
```
3
Properties=species:S:1:pos:R:3:nbo_charge:R:1
Zn -0.27346 -0.78606 1.79321 1.7198
Zn 0.17253 0.21702 -1.91089 1.7046
I 0.10093 0.56905 0.11767 -0.4245
```

gap between HOMO and LUMO	9.2	eV
relative energy (zero: lowest compared OMol25 entry of this formula, charge and spin)	69.53	kcal/mol
largest force on an atom	10.3	eV/A
electronic energy	-104894.8021	eV
2S+1	1
net charge	+3

---

[4]
KO4S as an isolated structure in a non-equilibrium geometry. Source: the OMol25 dataset; level of theory: ωB97M-V with the def2-TZVPD basis set.

Structure (XYZ):
```
6
Properties=species:S:1:pos:R:3:lowdin_charge:R:1
K -1.49345 -2.11447 0.00814 0.8826
S 0.33408 0.43147 -0.02763 -0.0038
O 0.98660 1.69599 -0.07418 -0.3971
O -0.71892 0.41704 -1.02753 -0.5047
O 1.19692 -0.75116 -0.14366 -0.4867
O -0.30524 0.32114 1.26488 -0.4904
```

gap between HOMO and LUMO	4.5	eV
relative energy (zero: lowest compared OMol25 entry of this formula, charge and spin)	11.16	kcal/mol
largest force on an atom	4.0	eV/A
electronic energy	-35351.8940	eV
2S+1	1
net charge	-1

---

[5]
N12 as an isolated structure in a non-equilibrium geometry. Source: the OMol25 dataset; level of theory: ωB97M-V with the def2-TZVPD basis set.

Structure (XYZ):
```
12
Properties=species:S:1:pos:R:3:nbo_charge:R:1
N 0.23432 1.09680 2.59830 0.0832
N -0.73988 0.40567 2.69985 0.0794
N -1.35739 -0.86664 -1.49269 0.0742
N -1.09397 -2.00339 -1.81124 0.0796
N 1.01485 2.07328 -1.03030 0.0649
N -0.12821 1.83355 -0.72930 0.0867
N 0.95346 -0.56336 0.77689 -0.0156
N 0.48823 -1.44664 -0.13460 -0.0364
N 1.24441 -0.25208 -0.54575 -0.0474
N -0.32518 0.66790 1.40156 -0.1162
N -0.86841 -1.61726 -0.41436 -0.1089
N 0.57777 0.67216 -1.31834 -0.1436
```

gap between HOMO and LUMO	8.9	eV
largest force on an atom	5.2	eV/A
electronic energy	-17862.9792	eV
2S+1	1

---

[6]
An isolated molecule of N2 in a non-equilibrium geometry. Source: the OMol25 dataset; level of theory: ωB97M-V with the def2-TZVPD basis set.

Structure (XYZ):
```
2
Properties=species:S:1:pos:R:3:nbo_charge:R:1
N 0.09370 -0.29774 0.46623 0.0000
N -0.09370 0.29774 -0.46623 0.0000
```

gap between HOMO and LUMO	16.4	eV
relative energy (zero: lowest compared OMol25 entry of this formula, charge and spin)	1.84	kcal/mol
largest force on an atom	4.7	eV/A
electronic energy	-2980.9982	eV
structure (SMILES)	N#N
2S+1	1

---

[7]
An isolated molecule of N2O2 in a non-equilibrium geometry. Source: the OMol25 dataset; level of theory: ωB97M-V with the def2-TZVPD basis set.

Structure (XYZ):
```
4
Properties=species:S:1:pos:R:3:nbo_charge:R:1
N -0.81504 -0.67641 -0.00030 0.1794
N -0.66212 0.51014 0.00040 0.1321
O 1.09766 -0.58842 0.00019 -0.2539
O 0.58965 0.77834 -0.00031 -0.0576
```

gap between HOMO and LUMO (alpha / beta)	9.3 / 9.3	eV
relative energy (zero: lowest compared OMol25 entry of this formula, charge and spin)	81.56	kcal/mol
largest force on an atom	3.1	eV/A
electronic energy	-7067.3245	eV
2S+1	1

---

[8]
NO3Tl as an isolated structure in a non-equilibrium geometry. Source: the OMol25 dataset; level of theory: ωB97M-V with the def2-TZVPD basis set.

Structure (XYZ):
```
5
Properties=species:S:1:pos:R:3:lowdin_spin:R:1
Tl 0.12438 -2.61980 1.63578 0.8871
N -0.00261 0.63635 -0.42580 0.0005
O -0.07323 1.29099 -1.45554 0.2170
O -0.30107 -0.50701 -0.41020 -0.4558
O 0.25253 1.19948 0.65575 0.3512
```

gap between HOMO and LUMO (alpha / beta)	8.1 / 5.7	eV
largest force on an atom	4.1	eV/A
electronic energy	-12272.5724	eV
2S+1	2
net charge	+3

---

[9]
NO4PS as an isolated structure in a non-equilibrium geometry. Source: the OMol25 dataset; level of theory: ωB97M-V with the def2-TZVPD basis set.

Structure (XYZ):
```
7
Properties=species:S:1:pos:R:3:nbo_charge:R:1
N 1.04129 0.10586 0.15612 -1.3743
O -0.67937 -1.74953 -0.74615 -1.1798
O 1.44789 -2.55127 0.46888 -1.1878
O -0.85138 2.12539 -1.21336 -1.0212
O -0.64547 2.10357 1.30538 -1.0282
P 0.56327 -1.37694 -0.00485 2.2071
S -0.87623 1.34293 0.03399 1.5842
```

gap between HOMO and LUMO	5.9	eV
relative energy (zero: lowest compared OMol25 entry of this formula, charge and spin)	29.33	kcal/mol
largest force on an atom	2.2	eV/A
electronic energy	-29804.2004	eV
2S+1	1
net charge	-2

---

[10]
A 2-piece molecular cluster, NO4S overall in a non-equilibrium geometry. Source: the OMol25 dataset; level of theory: ωB97M-V with the def2-TZVPD basis set.

Structure (XYZ):
```
6
Properties=species:S:1:pos:R:3:nbo_charge:R:1
N 1.34497 -0.08445 0.06557 0.2472
O -1.81268 -0.84758 -0.89885 -0.8923
O 1.85759 0.77275 -0.64863 -0.5252
O 2.02895 -0.90660 0.69890 -0.5486
O -1.96551 1.21294 0.45081 -0.8961
S -1.45333 -0.14707 0.33220 1.6150
```

gap between HOMO and LUMO (alpha / beta)	6.9 / 6.9	eV
relative energy (zero: lowest compared OMol25 entry of this formula, charge and spin)	14.24	kcal/mol
largest force on an atom	1.3	eV/A
electronic energy	-20514.1885	eV
2S+1	1
net charge	-1

---

[11]
An isolated ion of composition NO4S and charge -1 in a non-equilibrium geometry. Source: the OMol25 dataset; level of theory: ωB97M-V with the def2-TZVPD basis set.

Structure (XYZ):
```
6
Properties=species:S:1:pos:R:3:nbo_charge:R:1
O 1.74375 -0.40478 0.76461 -0.2763
N 1.24087 0.46297 0.08192 -0.0640
S -0.50779 0.04406 -0.16992 2.3360
O -0.47809 -1.16056 -0.98363 -0.9993
O -0.97162 1.17897 -0.94131 -1.0053
O -1.02712 -0.12066 1.24834 -0.9912
```

gap between HOMO and LUMO	8.5	eV
relative energy (zero: lowest compared OMol25 entry of this formula, charge and spin)	2.00	kcal/mol
largest force on an atom	3.5	eV/A
electronic energy	-20514.7194	eV
structure (SMILES)	O=NS(=O)(=O)[O-]
2S+1	1
net charge	-1

---

[12]
An isolated ion of composition NO5S and charge -1 in a non-equilibrium geometry. Source: the OMol25 dataset; level of theory: ωB97M-V with the def2-TZVPD basis set.

Structure (XYZ):
```
7
Properties=species:S:1:pos:R:3:nbo_charge:R:1
N -1.36708 -0.24766 0.31379 0.7198
O -1.75595 0.13517 -0.77154 -0.4844
O -0.16681 -0.64963 0.43848 -0.5474
O -2.05562 -0.18220 1.31613 -0.4810
O 1.90879 1.23707 0.36901 -0.9536
O 1.78105 -0.36895 -1.39920 -0.9533
S 1.06965 0.62065 -0.64391 1.7000
```

gap between HOMO and LUMO	9.6	eV
relative energy (zero: lowest compared OMol25 entry of this formula, charge and spin)	24.77	kcal/mol
largest force on an atom	1.3	eV/A
electronic energy	-22561.1272	eV
2S+1	1
net charge	-1

---

[13]
A 2-piece molecular cluster, NO5S overall in a non-equilibrium geometry. Source: the OMol25 dataset; level of theory: ωB97M-V with the def2-TZVPD basis set.

Structure (XYZ):
```
7
Properties=species:S:1:pos:R:3:nbo_charge:R:1
N 0.32564 0.68593 -0.88962 0.3450
O -1.54332 0.30903 1.15597 -0.9187
O 1.26694 0.23146 -1.51641 -0.3984
O -0.42112 1.56786 -1.28365 -0.4066
O -0.66692 -1.69576 -0.07312 -0.9226
O 1.44878 -0.63203 2.02568 -0.5609
S -0.41000 -0.46649 0.58114 1.8622
```

gap between HOMO and LUMO (alpha / beta)	7.7 / 8.0	eV
relative energy (zero: lowest compared OMol25 entry of this formula, charge and spin)	114.59	kcal/mol
largest force on an atom	5.4	eV/A
electronic energy	-22557.2322	eV
2S+1	1
net charge	-1

---

[14]
Na2O12S3 as an isolated structure in a non-equilibrium geometry. Source: the OMol25 dataset; level of theory: ωB97M-V with the def2-TZVPD basis set.

Structure (XYZ):
```
17
Properties=species:S:1:pos:R:3:nbo_charge:R:1
Na 0.95268 -0.99309 -0.62839 0.9471
Na -0.02376 1.57752 0.38793 0.9457
S -2.58700 -0.46078 -0.97052 2.5687
O -3.18606 -0.05546 0.33028 -1.1030
O -3.36035 0.21179 -2.06882 -1.1501
O -1.14679 -0.00267 -1.02134 -1.1692
O -2.61537 -1.93204 -1.16107 -1.1161
S 0.08934 -1.31117 2.42441 2.5615
O 0.72586 -1.97577 3.61663 -1.1557
O -1.23176 -0.76723 2.73050 -1.0667
O 0.98626 -0.22703 1.93048 -1.1575
O 0.06714 -2.36299 1.33983 -1.1458
S 2.29590 1.66700 -1.34526 2.5337
O 2.94519 2.91006 -1.85277 -1.1349
O 0.86824 1.65319 -1.79160 -1.1200
O 2.84731 0.46307 -2.04846 -1.1407
O 2.37316 1.60562 0.12816 -1.0971
```

gap between HOMO and LUMO	2.2	eV
largest force on an atom	2.9	eV/A
electronic energy	-65904.0878	eV
2S+1	1
net charge	-4

---

[15]
An isolated molecule of O2 in a non-equilibrium geometry. Source: the OMol25 dataset; level of theory: ωB97M-V with the def2-TZVPD basis set.

Structure (XYZ):
```
2
Properties=species:S:1:pos:R:3:nbo_charge:R:1
O 0.00000 0.00000 0.58809 0.0000
O 0.00000 0.00000 -0.58809 0.0000
```

gap between HOMO and LUMO	7.9	eV
relative energy (zero: lowest compared OMol25 entry of this formula, charge and spin)	0.42	kcal/mol
largest force on an atom	1.8	eV/A
electronic energy	-4089.7610	eV
structure (SMILES)	O=O
2S+1	1

---

[16]
A 2-piece molecular cluster, O2 overall in a non-equilibrium geometry. Source: the OMol25 dataset; level of theory: ωB97M-V with the def2-TZVPD basis set.

Structure (XYZ):
```
2
Properties=species:S:1:pos:R:3:nbo_charge:R:1
O 0.00000 0.00000 1.00199 0.0000
O 0.00000 0.00000 -1.00199 0.0000
```

gap between HOMO and LUMO	7.2	eV
relative energy (zero: lowest compared OMol25 entry of this formula, charge and spin)	159.07	kcal/mol
largest force on an atom	7.9	eV/A
electronic energy	-4082.8813	eV
2S+1	1

---

[17]
An isolated molecule of O2S2 in a non-equilibrium geometry. Source: the OMol25 dataset; level of theory: ωB97M-V with the def2-TZVPD basis set.

Structure (XYZ):
```
4
Properties=species:S:1:pos:R:3:nbo_charge:R:1
O 1.38516 0.31943 -1.47543 -0.7983
O -1.51296 -0.21606 1.50539 -0.6636
S 0.28139 0.72544 -0.61330 0.9141
S -0.15359 -0.82881 0.58334 0.5478
```

gap between HOMO and LUMO (alpha / beta)	7.2 / 8.6	eV
relative energy (zero: lowest compared OMol25 entry of this formula, charge and spin)	40.74	kcal/mol
largest force on an atom	6.3	eV/A
electronic energy	-25762.1801	eV
2S+1	1

---

[18]
An isolated ion of composition O4S and charge -2 in a non-equilibrium geometry. Source: the OMol25 dataset; level of theory: ωB97M-V with the def2-TZVPD basis set.

Structure (XYZ):
```
5
Properties=species:S:1:pos:R:3:nbo_charge:R:1
O -1.15314 -0.25938 1.15903 -1.1469
S 0.02778 0.01327 -0.04578 2.4499
O -0.55953 0.70532 -1.26190 -1.0971
O 0.59661 -1.36642 -0.37289 -1.1030
O 1.08828 0.90720 0.52153 -1.1030
```

gap between HOMO and LUMO	6.5	eV
relative energy (zero: lowest compared OMol25 entry of this formula, charge and spin)	13.38	kcal/mol
largest force on an atom	4.8	eV/A
electronic energy	-19023.3019	eV
structure (SMILES)	O=S(=O)([O-])[O-]
2S+1	1
net charge	-2

---

[19]
An isolated ion of composition O4S4 and charge -2 in a non-equilibrium geometry. Source: the OMol25 dataset; level of theory: ωB97M-V with the def2-TZVPD basis set.

Structure (XYZ):
```
8
Properties=species:S:1:pos:R:3:nbo_charge:R:1
O 0.02090 -0.75825 0.48876 -1.0056
O 0.07466 1.44520 2.29480 -0.9960
O 0.78838 -2.13718 -1.48166 -1.0371
O 1.36595 1.71375 0.33487 -0.9882
S -2.04776 -1.37427 -1.56576 -0.3056
S -2.66621 0.54218 -1.53754 -0.7813
S 0.07272 -0.89204 -1.08493 1.3681
S 0.10252 1.31993 0.85451 1.7457
```

gap between HOMO and LUMO	5.2	eV
relative energy (zero: lowest compared OMol25 entry of this formula, charge and spin)	15.12	kcal/mol
largest force on an atom	2.5	eV/A
electronic energy	-51530.9776	eV
2S+1	1
net charge	-2

---

[20]
A 2-piece molecular cluster, O5S2 overall in a non-equilibrium geometry. Source: the OMol25 dataset; level of theory: ωB97M-V with the def2-TZVPD basis set.

Structure (XYZ):
```
7
Properties=species:S:1:pos:R:3:lowdin_spin:R:1
O 1.80243 1.24599 0.68609 0.1910
O 1.70284 -0.25610 -1.19859 0.1949
O -2.63928 0.82377 -1.16763 0.2552
O -2.30830 -1.08558 0.47834 0.2573
O 1.86341 -1.24892 1.03883 0.2057
S -2.01745 0.36118 0.11819 0.5067
S 1.32084 -0.09361 0.24682 0.3892
```

gap between HOMO and LUMO (alpha / beta)	4.9 / 7.8	eV
relative energy (zero: lowest compared OMol25 entry of this formula, charge and spin)	9.22	kcal/mol
largest force on an atom	3.0	eV/A
electronic energy	-31906.4063	eV
2S+1	3
net charge	-2